2 unconnected molecules or ions with the total composition C5H10NO4S in a non-equilibrium geometry, computed with ωB97M-V/def2-TZVPD.

Output
**Highest occupied orbital energy (alpha / beta)**: -3.6 / -4.0 eV
**Energy above the lowest of the compared OMol25 structures with the same formula, charge and spin**: 73.6 kcal/mol
**F_max**: 4.41 eV Å⁻¹
**Kohn-Sham gap (alpha / beta)**: 7.215 / 7.648 eV
**Total charge**: -1

The geometry in XYZ format:
```
21
Properties=species:S:1:pos:R:3:forces:R:3
C -2.149233 -0.054346 0.612364 0.900 0.230 -1.530
C -1.669661 1.324628 0.035223 -0.165 -0.609 4.368
C -1.430273 -1.055347 -0.416162 0.242 -0.279 3.120
C -0.177556 1.122711 -0.004207 0.495 -1.480 1.241
C -0.036644 -0.347280 -0.485219 -0.631 -0.755 2.424
N 0.852133 -0.954668 0.470392 3.452 1.566 0.514
O 2.892017 1.488925 0.896621 0.135 -1.737 -1.622
O 3.726294 -0.769340 0.118669 0.255 0.328 0.183
O 2.733060 0.780670 -1.540070 -0.023 -0.460 2.345
O 1.346022 -2.170998 -0.007315 0.003 -1.208 -0.785
S 2.844138 0.372145 -0.099042 -1.760 0.436 -0.097
H -1.894635 -0.071746 1.702885 0.853 -0.607 -1.082
H -3.178248 -0.267187 0.679221 -1.735 0.232 -0.503
H -2.146437 1.540923 -0.894233 -0.274 0.639 -0.491
H -1.770275 1.994329 0.931515 -0.901 0.513 -1.492
H -1.487573 -2.092342 0.102984 0.845 1.492 -1.164
H -1.835179 -1.169757 -1.421186 -0.645 0.436 0.194
H 0.327978 1.852938 -0.580215 0.580 0.422 -1.054
H 0.400030 1.167190 1.006860 -1.637 0.008 -1.347
H 0.379659 -0.335593 -1.407262 1.181 -0.387 -3.265
H 2.274378 -2.355858 0.298167 -1.169 1.217 0.044
```
Forces are in eV/Å.